A 9-piece molecular cluster, C29H66O23S4 overall at a distorted geometry. Source: the OMol25 dataset; level of theory: the ωB97M-V functional and the def2-TZVPD basis.

Structure (XYZ):
```
122
Properties=species:S:1:pos:R:3:lowdin_charge:R:1
C 0.150 3.477 5.430 -0.179
C 1.640 3.409 5.691 -0.178
C 1.739 2.813 7.092 -0.187
O 0.549 2.054 7.236 -0.127
C -0.343 2.237 6.158 -0.214
H -0.299 3.381 4.439 0.095
H -0.238 4.381 5.912 0.117
H 2.140 4.348 5.440 0.111
H 2.097 2.739 4.950 0.112
H 1.755 3.648 7.799 0.121
H 2.578 2.120 7.122 0.121
H -1.375 2.409 6.471 0.122
H -0.334 1.407 5.442 0.098
C 4.294 -2.766 1.164 -0.185
C 3.264 -3.049 2.250 -0.176
C 3.775 -2.164 3.397 -0.194
O 4.782 -1.307 2.857 -0.127
C 4.709 -1.337 1.428 -0.189
H 4.018 -3.052 0.148 0.098
H 5.120 -3.463 1.352 0.119
H 3.166 -4.123 2.385 0.114
H 2.327 -2.727 1.780 0.086
H 4.194 -2.871 4.116 0.103
H 2.944 -1.674 3.901 0.103
H 5.663 -1.092 0.967 0.122
H 3.942 -0.632 1.091 0.103
O -3.672 -0.606 -4.558 -0.286
S -3.087 -1.588 -3.689 0.611
O -2.764 -1.221 -2.341 -0.264
O -4.087 -2.872 -3.563 -0.258
C -4.940 -3.128 -4.679 -0.281
C -5.094 -4.639 -4.837 -0.071
C -1.706 -2.396 -4.508 -0.099
H -4.550 -2.831 -5.654 0.115
H -5.888 -2.638 -4.468 0.121
H -5.188 -5.179 -3.896 0.080
H -4.186 -5.024 -5.320 0.073
H -5.835 -4.982 -5.560 0.079
H -1.746 -2.400 -5.594 0.079
H -1.703 -3.450 -4.230 0.057
H -0.828 -1.920 -4.072 0.068
O -3.093 7.053 -0.207 -0.273
S -2.892 5.724 0.292 0.618
O -2.595 4.630 -0.601 -0.295
O -1.722 5.772 1.427 -0.254
C -0.897 4.599 1.622 -0.233
C 0.272 4.577 0.653 -0.064
C -4.322 5.445 1.357 -0.106
H -1.536 3.746 1.392 0.093
H -0.447 4.616 2.611 0.105
H 0.998 3.826 0.983 0.086
H 0.852 5.501 0.665 0.095
H -0.061 4.274 -0.331 0.035
H -4.191 4.567 1.985 0.071
H -5.227 5.526 0.764 0.071
H -4.305 6.286 2.051 0.070
O -0.036 -5.269 -0.177 -0.270
S 0.874 -4.580 -1.043 0.632
O 2.321 -4.708 -1.000 -0.302
O 0.410 -4.985 -2.551 -0.254
C 1.317 -4.625 -3.611 -0.288
C 0.778 -5.149 -4.914 -0.062
C 0.555 -2.802 -1.033 -0.107
H 2.272 -5.095 -3.356 0.112
H 1.654 -3.583 -3.638 0.117
H 0.641 -6.226 -4.854 0.087
H 1.497 -4.946 -5.715 0.087
H -0.096 -4.640 -5.323 0.057
H -0.522 -2.692 -1.141 0.063
H 1.096 -2.354 -1.865 0.061
H 0.897 -2.306 -0.128 0.052
O -1.100 2.547 -5.513 -0.282
S -1.453 2.361 -4.134 0.587
O -1.172 1.093 -3.510 -0.282
O -0.600 3.445 -3.314 -0.268
C -0.523 4.805 -3.755 -0.235
C 0.220 5.475 -2.613 -0.064
C -3.160 2.788 -3.959 -0.091
H -1.516 5.256 -3.809 0.123
H -0.015 4.952 -4.708 0.116
H -0.493 5.667 -1.815 0.049
H 0.666 6.437 -2.880 0.089
H 1.041 4.926 -2.154 0.073
H -3.237 3.243 -2.967 0.062
H -3.706 1.849 -3.890 0.060
H -3.420 3.483 -4.747 0.077
C 2.922 -4.958 6.333 -0.042
O 1.783 -5.517 5.707 0.010
C 1.174 -4.757 4.804 -0.616
O 1.428 -3.587 4.654 0.109
O 0.217 -5.483 4.258 0.020
C -0.589 -4.864 3.231 -0.007
H 2.672 -4.093 6.946 0.100
H 3.640 -4.648 5.572 0.084
H 3.422 -5.698 6.951 0.094
H -0.041 -4.131 2.647 0.080
H -1.389 -4.460 3.862 0.102
H -1.097 -5.534 2.542 0.090
C 2.717 3.023 -4.733 -0.030
O 2.464 2.928 -3.344 -0.009
C 2.291 1.731 -2.817 -0.629
O 2.511 0.681 -3.360 0.134
O 1.852 1.900 -1.573 0.010
C 1.797 0.743 -0.763 -0.040
H 3.752 2.742 -4.938 0.100
H 2.542 4.040 -5.075 0.093
H 2.042 2.353 -5.269 0.101
H 2.660 0.083 -0.865 0.091
H 0.953 0.131 -1.101 0.082
H 1.629 0.976 0.284 0.098
C -0.508 -0.848 3.346 -0.041
O -0.801 0.311 2.597 -0.005
C -1.209 0.197 1.334 -0.608
O -1.211 -0.845 0.724 0.117
O -1.505 1.413 0.876 -0.016
C -1.899 1.439 -0.533 -0.005
H -1.377 -1.516 3.353 0.100
H -0.229 -0.557 4.351 0.084
H 0.239 -1.506 2.893 0.078
H -1.389 0.695 -1.134 0.059
H -1.484 2.415 -0.786 0.068
H -2.984 1.403 -0.569 0.111
```

- Highest occupied orbital energy: -0.346 Ha
- Orbital gap: 9.749 eV
- Charge: 0
- DFT total energy: -121572.82172 eV
- LUMO: 0.323 eV
- Energy above the lowest of the compared OMol25 structures with the same formula, charge and spin: 0.00 kcal per mole